# 1
# C4H12

2 unconnected molecules or ions with the total composition C4H12 (ωB97M-V/def2-TZVPD, the OMol25 dataset).

- energy (Ha) = -159.5738
- SMILES = CC.CC
- HOMO-LUMO gap (eV) = 12.5325

The geometry in ORCA input format:
```
! wB97M-V def2-TZVPD RIJCOSX def2/J DEFGRID3
* xyz 0 1
C -0.11630 -1.80022 -0.61755
C 1.08793 -2.22704 -1.42427
H -0.20803 -2.28676 0.35179
H -0.00405 -0.76192 -0.32801
H -1.05025 -2.01123 -1.13801
H 2.04517 -1.88914 -1.02864
H 1.12821 -3.29792 -1.65728
H 1.03625 -1.82217 -2.44447
C -0.72319 1.35245 1.36913
C -0.23275 2.63409 0.71533
H 0.14877 0.74608 1.61123
H -1.29171 1.57512 2.28262
H -1.48331 0.79600 0.82399
H -1.01670 3.08086 0.09483
H 0.59819 2.43686 0.04994
H 0.08176 3.47492 1.33938
*
```

=====

# 2
# C4H12

2 unconnected molecules or ions with the total composition C4H12 (ωB97M-V/def2-TZVPD, the OMol25 dataset).

- energy (Ha) = -159.5800
- SMILES = CC.CC
- HOMO-LUMO gap (eV) = 12.7892

The geometry in ORCA input format:
```
! wB97M-V def2-TZVPD RIJCOSX def2/J DEFGRID3
* xyz 0 1
C -0.40980 -0.01821 -1.69103
C 0.73884 0.82358 -2.24424
H -0.99073 0.51261 -0.93144
H -1.16183 -0.12437 -2.48158
H -0.09409 -0.99729 -1.34857
H 0.50884 1.88512 -2.23902
H 1.62077 0.73656 -1.60992
H 1.02694 0.48310 -3.23887
C 0.16793 0.25802 2.11228
C -0.44252 -1.10557 1.81479
H 0.53143 0.32336 3.14538
H 1.00201 0.55211 1.47175
H -0.62249 1.01435 2.05501
H -1.01520 -1.01596 0.89331
H -1.13075 -1.40883 2.60166
H 0.27065 -1.91861 1.69048
*
```

=====

# 3
# C4H12

2 unconnected molecules or ions with the total composition C4H12 (ωB97M-V/def2-TZVPD, the OMol25 dataset).

- energy (Ha) = -159.5247
- SMILES = CC.CC
- HOMO-LUMO gap (eV) = 11.8484

The geometry in ORCA input format:
```
! wB97M-V def2-TZVPD RIJCOSX def2/J DEFGRID3
* xyz 0 1
C -0.35947 -1.54366 -1.85829
C -0.30731 -1.66025 -0.30131
H -0.32198 -2.59929 -2.15888
H -1.22367 -0.92232 -2.33991
H 0.56221 -1.08284 -2.28587
H -0.28295 -2.61868 0.19403
H -1.27435 -1.21661 -0.07150
H 0.66193 -1.26988 0.17314
C -0.07041 1.68095 1.73914
C 0.73024 1.49399 0.44900
H 0.53669 1.66223 2.60212
H -0.25197 2.77790 1.79007
H -0.93498 1.16187 1.54971
H 1.59898 2.04027 0.50911
H 0.13087 1.86339 -0.45418
H 0.84090 0.37781 0.32098
*
```

=====

# 4
# C4H12

2 unconnected molecules or ions with the total composition C4H12 (ωB97M-V/def2-TZVPD, the OMol25 dataset).

- energy (Ha) = -159.5431
- SMILES = CC.CC
- HOMO-LUMO gap (eV) = 11.8340

The geometry in ORCA input format:
```
! wB97M-V def2-TZVPD RIJCOSX def2/J DEFGRID3
* xyz 0 1
C 0.51927 -2.37588 -1.40409
C -0.63572 -1.47943 -1.72172
H 1.18264 -1.83951 -0.72952
H 0.17444 -3.25594 -0.88581
H 1.04389 -2.69562 -2.28362
H -1.31034 -2.08705 -2.34430
H -0.45268 -0.60962 -2.38615
H -1.24144 -1.24684 -0.87881
C 0.65698 1.85819 1.04384
C -0.50971 1.98866 2.04791
H 0.94242 0.79386 1.02153
H 0.51462 1.98732 -0.09921
H 1.42840 2.57237 1.41451
H -0.45332 1.67675 3.20987
H -1.51088 1.67570 1.80171
H -0.50267 3.07932 2.36416
*
```